(1)
Here is a single C17H28N2O4S2 molecule in a non-equilibrium geometry from OMol25. Energies are from ωB97M-V/def2-TZVPD.

Structure (ORCA input):
```
! RIJCOSX wB97M-V def2-TZVPD def2/J DEFGRID3
* xyz 0 1
H -0.1826 3.1129 2.0817
H 2.8654 -0.4670 -0.6548
H 3.6758 -3.6866 2.7466
C 0.1657 3.0108 1.0544
C 1.8565 1.3737 0.0372
C 1.1665 -0.7386 0.6185
H 4.1522 -0.8997 1.8334
C 0.7791 1.6774 0.8220
C 1.1913 -2.7230 3.3630
O 1.7802 -3.0395 -0.3820
H -0.7436 0.3801 -1.4119
C -2.6954 4.0712 -2.2740
H -3.1339 1.4911 -2.9581
H -3.4429 -0.5880 -0.6919
C 2.0822 -0.0126 -0.0765
C -1.0664 3.1475 0.1321
H 0.8795 3.8052 0.8309
H 1.2995 -3.5897 4.0238
C -1.6932 2.9202 -2.2629
H -3.2843 4.0579 -1.3624
H -0.6272 -1.8025 -3.7167
C -1.4176 0.3894 -2.2706
H -0.3327 -2.1599 -2.0097
H 4.4182 -1.6014 3.4511
S 0.0126 0.2432 1.4235
N -0.7358 3.0846 -1.1727
H 1.0477 -0.7679 4.3485
H -0.8080 0.5306 -3.1688
O 2.5828 -0.7551 3.0593
H 2.4518 -1.7411 4.8599
C -2.1116 -0.9746 -2.3662
H -3.3686 -2.2744 -1.1934
C -2.3951 1.5602 -2.1576
C 3.2690 -2.8946 2.1097
H 2.4806 2.1149 -0.4316
H -1.1048 2.9504 -3.1878
N 1.8336 -3.0173 2.1042
C -2.7806 -1.3705 -1.0525
H -2.9221 1.5253 -1.2046
C 3.6989 -1.4987 2.6244
H 3.5944 -3.0642 1.0841
O -2.1823 3.2927 0.5717
H 0.2217 2.8554 -1.3871
H -2.0315 -1.5791 -0.2920
H -2.1737 5.0232 -2.3385
H 0.1336 -2.5847 3.1394
C -1.1042 -2.0503 -2.7701
S 1.0535 -2.5010 0.7279
H -1.6028 -3.0101 -2.8792
H -2.8797 -0.9075 -3.1469
O -0.3287 -2.8309 0.8959
C 1.8153 -1.4633 4.0070
H -3.3584 3.9759 -3.1293
*
```

Properties
**Structure (SMILES)**: CC(C)CC[C@@H](C)NC(=O)Cc1ccc(S(=O)(=O)N2CCOCC2)s1
**HOMO energy**: -8.90 eV
**LUMO level**: 0.325 eV
**Relative energy (zero: lowest compared OMol25 entry of this formula, charge and spin)**: 10.4 kcal/mol



(2)
Here is a molecular structure, C17H29AsCrFS4 from OMol25. Energies are from ωB97M-V/def2-TZVPD.

Structure (ORCA input):
```
! RIJCOSX wB97M-V def2-TZVPD def2/J DEFGRID3
* xyz -2 4
C 1.1745 1.4346 -3.3568
S 1.4941 -6.4525 -1.2410
C -3.5121 -0.6858 -1.9769
C -3.2743 2.0494 2.2946
S 1.7757 -0.1577 -0.1014
C -1.5717 3.7889 2.0556
S 0.2428 -1.2762 -0.9207
C -3.5358 0.1960 -0.7182
H -4.1445 1.5287 1.9037
H -1.4663 0.4997 -2.6743
H -1.2126 4.6543 1.4961
C -0.2467 3.3963 -3.9599
H -4.5049 3.5186 0.2446
H -4.3171 -1.4218 -1.9105
C -0.5785 2.2982 -1.7726
H -2.5325 1.3225 2.6253
C -1.4701 1.2181 -1.8745
C -0.9084 2.9690 -0.5876
H -5.0841 1.4491 0.2115
C -4.9003 0.9008 -0.7096
H -0.4135 3.8445 -0.2022
H -2.0069 4.1645 2.9861
H 2.0024 3.1204 -1.3510
F -0.3377 0.9167 1.9876
C 0.4654 2.6733 -2.8060
As 2.5496 -4.6601 -1.5299
H -0.7331 3.1359 2.2967
H -3.3794 -0.2756 1.4283
C -2.6441 3.0042 1.2782
S 3.8044 -4.7803 -3.2105
C -2.3935 1.2185 -0.7831
H -3.2415 4.7431 0.1221
C -3.6999 4.0110 0.7907
H 2.2663 3.8647 -2.9375
H -3.6074 2.6276 3.1621
H 1.0545 4.5393 -1.8401
H -3.6640 -0.0964 -2.8841
H -4.2648 -1.4643 0.4669
H -4.1364 4.5447 1.6416
H 1.6507 0.8687 -2.5561
H -2.4995 -1.3640 0.3686
H -2.5693 -1.2273 -2.0639
Cr -0.3572 0.7290 0.1238
H -0.9797 2.7363 -4.4280
H 0.4749 0.7665 -3.8621
H 0.4756 3.7033 -4.7230
H -4.9658 1.6078 -1.5405
H -5.7011 0.1636 -0.8228
C -3.4139 -0.7748 0.4662
H -0.7718 4.2849 -3.5995
C 1.5079 3.6090 -2.1925
C -2.0145 2.3341 0.0515
H 1.9356 1.7364 -4.0831
*
```

Properties
**HOMO energy (spin up / spin down)**: -1.31 / -1.44 eV
**LUMO level (spin up / spin down)**: 4.189 / 4.186 eV



(3)
Here is a molecular structure, C17H29Cl2N2O4Ti in a non-equilibrium geometry from OMol25. Energies are from ωB97M-V/def2-TZVPD.

Structure (ORCA input):
```
! RIJCOSX wB97M-V def2-TZVPD def2/J DEFGRID3
* xyz -1 3
H 1.5391 -0.2198 2.7888
N 1.0674 -3.9653 0.6915
H -0.7282 -5.0558 0.4934
C -3.0429 -1.0384 -0.0674
O -0.7762 0.0113 2.1548
O 0.9848 1.6877 -1.4233
C 3.1162 4.5448 -3.9073
C 0.9147 1.7022 -2.6608
C 1.7727 2.5603 -3.5339
H -1.5809 2.3297 -1.7475
C 2.0611 -4.9357 0.2581
H 2.7751 2.7758 -6.8000
H -3.0396 1.3857 -1.3493
H -4.0157 0.5276 4.8476
C -1.5992 -0.7874 -0.4422
Ti 0.3905 0.3245 0.3080
C -1.6375 -0.8516 4.6852
H 1.3318 1.4117 -5.2846
C -3.1084 1.1246 4.6821
H -2.4677 -1.5578 4.8180
N -2.1120 0.3330 3.9787
H 3.5551 5.4677 -3.5314
Cl 2.2788 -0.5562 -0.8383
C 3.3118 4.1706 -5.2453
H -1.0665 -1.7237 -0.5669
H -0.7775 -3.6571 1.6021
C 1.3760 -2.6716 0.8369
H -0.8386 -1.3336 4.1229
Cl 0.0965 2.5133 0.9432
C -2.0063 1.3246 -1.7405
H -1.2884 -0.5854 5.6933
O 0.5105 -1.7867 1.0681
H 3.9359 4.7790 -5.9021
H 2.9181 -4.4060 -0.1623
O 1.8827 0.2717 2.0136
C 1.8959 2.2574 -4.9000
H 2.1486 4.0497 -2.0196
H 1.6490 -5.6000 -0.5086
H 0.1981 1.0302 -3.1834
H -2.0328 1.6330 2.3364
C -1.1624 0.3799 -0.9635
H 2.4021 -5.5505 1.1007
H -3.7387 -0.6217 -0.8047
H -3.3318 -0.6195 0.9041
H -3.3726 2.0015 4.0881
C 2.3550 3.7467 -3.0499
H -2.7435 1.4452 5.6702
C -1.6566 0.6956 2.7688
H -2.0884 0.9955 -2.7873
H -3.2540 -2.1084 -0.0282
H 0.0414 -5.1756 2.0798
C -0.1737 -4.4913 1.2495
H 2.0191 1.1898 2.3073
C 2.6718 3.0326 -5.7465
H 2.4402 -2.4038 0.7034
*
```

Properties
**HOMO energy (spin up / spin down)**: -0.37 / -3.40 eV
**LUMO level (spin up / spin down)**: 1.979 / 1.973 eV
**Relative energy (zero: lowest compared OMol25 entry of this formula, charge and spin)**: 68.8 kcal/mol



(4)
Here is 2 unconnected molecules or ions with the total composition C17H29F2INO7P in a non-equilibrium geometry from OMol25. Energies are from ωB97M-V/def2-TZVPD.

Structure (ORCA input):
```
! RIJCOSX wB97M-V def2-TZVPD def2/J DEFGRID3
* xyz 0 1
C -1.1306 -0.4254 -1.4916
H 3.3034 2.2241 2.2306
F -7.0817 -0.5639 3.2963
H 4.5559 -3.2818 1.6014
O -7.5280 -1.6235 0.0469
C 2.9450 0.7951 -3.1651
H 6.4250 -0.8996 -0.4607
C 4.6680 -2.2920 2.0321
H -8.3986 0.2058 2.0102
H -8.8547 -2.1710 1.5532
H -0.0238 4.5053 0.8455
H 1.1241 -0.1951 -2.7762
H -2.4235 0.0496 1.0722
H -7.1505 -2.5957 1.8347
N 4.4730 -0.1708 -0.3741
C 5.4390 -1.3787 1.4153
H 0.9389 -2.7279 -0.7033
H 4.8226 0.3122 -1.1935
H -0.9528 0.6509 -1.5661
O -0.5794 -1.7036 0.5315
C -7.5502 -0.4803 2.0287
C 1.7129 0.5919 -2.3052
H 1.6929 1.4123 2.1952
C 5.4590 -1.2392 -0.0853
C 2.0188 0.2694 -0.8257
O -6.1757 -0.1913 -1.0383
H 1.1423 1.5186 -2.4050
C -2.8984 0.3316 0.1370
H -3.9799 0.4092 0.2263
H 2.8830 -1.3745 0.2102
I 3.5452 -0.9133 -4.3731
H 4.1532 -2.0381 2.9535
F -1.0311 -0.9455 -2.7858
H -3.1913 -0.3178 -1.8497
H 1.3448 3.6626 -1.1071
C 3.1688 -0.7552 -0.6411
H 6.0878 -0.6886 1.9467
C -0.0155 -1.0787 -0.6016
O 0.5930 -2.0775 -1.3258
C 2.6682 1.5037 1.7188
H -2.8128 -1.6624 -0.8068
C 0.9046 3.9418 0.9485
O 3.5619 1.7995 -3.2360
O 0.8573 -0.1049 -0.0751
H 3.2012 -1.3724 -1.5458
H 1.7278 4.6518 1.0440
H -2.5756 1.3233 -0.1924
H 3.1718 0.5383 1.7837
C -7.8269 -1.8423 1.4288
C -6.6901 -0.5633 -0.0402
O -6.5303 0.0183 1.1836
C 1.1168 3.0191 -0.2533
C -2.5534 -0.6270 -1.0171
H 5.1830 -2.1760 -0.5835
H -0.5522 -1.0579 1.2468
H 0.8371 3.3936 1.8876
H 0.1893 2.4979 -0.5116
P 2.5913 1.9095 -0.0732
*
```

Properties
**Structure (SMILES)**: C=CCNC[C@@](CC(=O)I)(OC(O)(O)[C@@H](F)CC)P(C)CC.O=C1OC[C@@H](F)O1
**HOMO energy**: -7.90 eV
**LUMO level**: 0.503 eV



(5)
Here is 2 unconnected molecules or ions with the total composition C17H29FIN4O4PS2 in a non-equilibrium geometry from OMol25. Energies are from ωB97M-V/def2-TZVPD.

Structure (ORCA input):
```
! RIJCOSX wB97M-V def2-TZVPD def2/J DEFGRID3
* xyz 0 1
H -9.1280 0.1614 -0.6868
I 3.4475 -5.0805 -0.5824
H -5.0151 -1.3952 -0.7965
C -3.1958 -0.1965 -0.7916
S -0.8232 2.9149 -0.6780
H 5.7134 -3.4829 -1.8733
C -4.3249 0.5082 1.7566
H 0.8550 1.0415 -1.7108
H 5.8593 -2.9273 2.2162
N 6.3549 -3.4581 -1.0766
H 0.5299 -1.3008 -1.6355
C 4.7442 0.6282 1.4519
C -8.6855 -0.4308 -1.5000
H 4.7249 2.8315 1.1935
O -5.1102 0.1531 0.6285
O -6.7593 -0.6761 -2.8015
H -0.2630 1.2348 1.0818
C -2.7840 0.6872 1.4659
H 7.0416 -1.0587 -0.4049
C 2.3240 -0.3111 -0.9565
C 0.1868 2.1577 0.6546
O 6.7217 -1.4289 0.4376
C -4.3771 -0.9024 -0.0282
C 4.6209 0.5380 -0.1364
H -2.4847 -1.0244 -1.0672
H 5.6989 0.2201 1.8347
C 1.5538 -1.4984 -1.2511
H -2.4147 1.5859 2.0120
C 1.6647 1.8793 0.2283
H 2.1379 1.3054 1.0604
H 5.6172 0.4711 -0.6217
C 3.9576 -2.0306 -0.4369
H -6.7250 0.0645 -0.8386
C 3.7044 -0.6331 -0.4867
C -2.4445 2.1061 -0.4646
H -4.7089 1.4520 2.2040
H -2.2414 -0.1828 1.9091
H 2.5208 1.6808 -1.7798
O 5.5502 -3.4885 1.4764
C 4.6045 2.0869 2.0066
H 2.1973 2.8565 0.1341
H 3.6187 2.1968 2.5011
P 5.6734 -2.6307 0.0727
H 3.9187 -0.0020 1.8638
N 1.8513 -2.7686 -1.1407
C -7.2553 0.0796 -1.8083
C 1.8078 1.1185 -1.1392
F 5.5819 2.2383 3.0122
H -3.5222 0.2449 -1.7560
S -3.8298 2.8978 -0.8204
H -8.6793 -1.4754 -1.1794
H -9.3416 -0.3374 -2.3683
H 0.2225 2.8964 1.4911
N -2.4291 0.7571 0.0423
H -7.3687 1.1729 -1.9859
H -4.4228 -0.2710 2.5605
N 3.0771 -3.0462 -0.7253
H -3.9507 -1.6478 0.6926
H 4.2023 1.5187 -0.4595
*
```

Properties
**HOMO energy**: -4.69 eV
**LUMO level**: -3.259 eV
**Relative energy (zero: lowest compared OMol25 entry of this formula, charge and spin)**: 33.7 kcal/mol